Molecular formula: C37H33BrCl5Ge2N2O3Sn
Method: DFT, wB97M-V/def2-TZVPD

The expectation value of S² is 0.752. The LUMO energy (spin up / spin down) comes out at -0.2146 / -0.3222 hartree. As for the gap between HOMO and LUMO (spin up / spin down): 7.000 / 4.072 eV. The calculation puts the HOMO energy (spin up / spin down) at -12.8 / -12.8 eV. As for the energy: -11007.49790 Ha. Its energy above the lowest of the compared OMol25 structures with the same formula, charge and spin is 52.9 kcal per mole.

```
! wB97M-V def2-TZVPD RIJCOSX def2/J DEFGRID3
* xyz 2 2
H -0.52254 4.09396 0.16449
C -5.61691 -1.61684 1.35025
H 4.39001 -4.51767 0.67020
H -4.04796 3.20458 2.36513
H -2.92581 -0.14251 3.67305
Sn 0.27007 -2.06402 -0.58719
H 2.64731 -4.16602 3.92193
H 4.91603 -4.10300 4.90547
H -2.22748 -1.74708 -3.61706
C -4.99966 -0.61815 3.45251
Cl 3.34608 -0.65152 -2.55424
C 1.94974 0.58977 -0.61999
O 0.79285 0.00090 -1.05389
H -6.03243 2.97913 0.90290
C 1.87223 4.12695 -2.89252
H -1.44952 -0.06151 1.89251
Cl 0.32419 1.34367 1.23403
C -2.57341 1.85443 -0.35744
C 4.28720 1.18051 -0.78441
H -6.35708 -2.03724 0.67739
C -3.69106 -0.56034 3.01512
H -5.26670 -0.25090 4.43663
C 1.84788 5.19510 -1.99914
H -1.83876 2.48709 1.58577
H 0.52928 -3.20521 3.52067
H 2.53403 4.14773 -3.75259
H 0.64985 -0.83404 -4.33818
H -3.59815 1.28152 -2.17908
C 1.88864 1.36687 0.50971
Ge -1.36506 0.62097 -3.85835
C 7.12793 -5.12124 2.55764
H -0.14224 -0.20896 -5.79343
C -4.93370 2.12317 -0.73367
C -4.30135 -1.56303 0.92395
H -6.99966 -1.19419 2.92806
C 6.32355 -5.01276 1.43032
O -1.44441 -0.92886 0.02757
C 0.15185 4.09058 -0.68552
C 0.88087 -2.85148 2.55093
C -3.31859 -1.03235 1.75229
C 0.21376 0.04429 -4.78799
C 6.62287 -4.79060 3.80698
H -3.10432 -1.81491 -0.50846
C 0.19841 3.01396 -1.57170
H -1.25299 3.11093 -4.33710
O -4.02335 -2.03869 -0.32914
H 1.08287 2.18850 -3.36535
C -2.01615 2.34172 -4.44298
C -3.68823 1.71246 -1.18913
N -1.24549 -2.14561 2.01167
C 5.31530 -4.35561 3.92795
C 2.95082 2.11178 0.99454
C -1.84716 -0.95205 1.39922
H 0.97159 0.81929 -4.86142
C 3.18809 0.45884 -1.24372
C -3.94484 2.78768 1.36857
C -2.65274 -0.80505 -3.94143
H -2.91487 2.64120 -3.90755
C 4.50780 -4.21017 2.79823
Cl 2.75357 3.10147 2.37708
C 1.04498 3.03054 -2.68024
H -5.80498 2.02188 -1.37286
H 7.24498 -4.88687 4.68902
H 0.96710 6.01393 -0.21079
N 0.08245 -2.28221 1.74500
C 3.10745 -3.80419 2.99958
C 5.02215 -4.55269 1.54669
C -5.96464 -1.15159 2.60746
Cl 5.50874 2.93425 0.86818
C -5.05812 2.66123 0.54375
H -3.56294 -0.61043 -3.38192
C 2.28855 -3.06685 2.25701
C 0.98896 5.17890 -0.90230
Br 2.89995 -2.10367 0.73043
H -2.88817 -0.87823 -5.00984
C -2.69387 2.38251 0.92615
C 4.16965 2.02801 0.32498
H -1.53075 -2.29904 2.96666
H 8.14410 -5.48824 2.46356
H 2.49483 6.05058 -2.16297
Cl 5.78375 1.02901 -1.58988
H 6.70889 -5.30038 0.45941
H -2.25351 2.20437 -5.50554
Ge -0.89158 1.47177 -1.15162
*
```

Molecular formula: C19H21NNa
Method: DFT, wB97M-V/def2-TZVPD

The LUMO energy comes out at -0.1635 hartree. As for the gap between HOMO and LUMO: 5.998 eV. The calculation puts the HOMO energy at -10.4 eV. As for the energy: -953.44194 Ha.

```
! wB97M-V def2-TZVPD RIJCOSX def2/J DEFGRID3
* xyz 1 1
C 0.07630 0.09176 5.67787
C -0.76110 1.56205 1.88771
C -4.07901 -0.17969 1.27884
C 0.90436 2.01236 4.66694
H 1.68464 -1.86750 1.13271
H 4.50524 -0.51609 1.80808
C 1.05716 -0.33232 4.83681
C 1.68827 0.84561 4.09800
H -0.55266 -0.48434 6.35962
H -4.54634 0.72512 0.88338
H 2.75809 0.95260 4.35484
H 0.02655 5.26318 4.47745
H -0.33619 2.56857 1.85161
C -0.49679 -0.79619 2.34622
H 1.40106 -1.35770 4.69011
C 2.18562 -0.92326 0.87055
H 0.10592 -1.64629 2.67146
H -4.14683 -0.96129 0.51455
H 4.11112 0.48188 3.23196
N 2.47573 -0.16204 2.06610
C 0.05474 0.48383 2.23552
H -1.49817 4.53696 6.30599
H -1.59499 2.09599 6.96229
C -2.65261 0.07376 1.65150
C -2.10456 1.35785 1.58094
H -2.73076 2.19712 1.27851
H 3.14728 -1.17901 0.40930
C 3.85548 0.28164 2.18614
C 0.97607 3.34617 4.29079
C -0.80696 3.80789 5.87019
C -0.87815 2.46760 6.22452
H -2.29397 -1.98344 2.16578
H 1.75495 1.77890 2.18767
C 0.07348 4.24263 4.86700
H 4.05554 1.20560 1.61074
H -4.66124 -0.52073 2.14215
C -1.85167 -0.98805 2.06893
H 1.55857 -0.39025 0.13243
C 1.51293 0.77086 2.59372
C -0.02664 1.55252 5.59766
Na 1.86562 4.62350 6.90227
H 1.71001 3.65724 3.54014
*
```

Molecular formula: C5H5N3
Method: DFT, wB97M-V/def2-TZVPD

The LUMO energy comes out at 0.0264 hartree. As for the gap between HOMO and LUMO: 9.882 eV. The calculation puts the HOMO energy at -9.2 eV. As for the SMILES: c1ncc2c(n1)NC2. As for the energy: -357.65752 Ha. Its energy above the lowest of the compared OMol25 structures with the same formula, charge and spin is 72.2 kcal per mole.

```
! wB97M-V def2-TZVPD RIJCOSX def2/J DEFGRID3
* xyz 0 1
C 0.68001 -0.03868 0.10093
H 1.45537 1.75795 1.01501
N -0.34871 -2.21946 -0.08291
C -0.61876 0.45782 -0.10288
H -0.70845 2.69088 0.04008
N -1.77324 -0.33049 -0.08260
H -2.73325 -2.11096 0.22904
C 0.74050 -1.33833 -0.02014
H 1.81117 -1.83104 -0.30447
C -1.54053 -1.70331 0.10962
C 1.23703 1.32284 0.15217
N -0.22561 1.75232 -0.39567
H 2.02447 1.59046 -0.65820
*
```

Molecular formula: CH6N2OP
Method: DFT, wB97M-V/def2-TZVPD

The LUMO energy comes out at -0.1766 hartree. As for the gap between HOMO and LUMO: 9.174 eV. The calculation puts the HOMO energy at -14.0 eV. As for the SMILES: N[P@@H](O)=C=[NH2+]. As for the energy: -567.47872 Ha. Its energy above the lowest of the compared OMol25 structures with the same formula, charge and spin is 49.7 kcal per mole.

```
! wB97M-V def2-TZVPD RIJCOSX def2/J DEFGRID3
* xyz 1 1
H -1.72927 -1.87784 -0.05480
H -2.20370 -0.96692 1.03606
N 2.20219 -0.22326 0.23090
P -0.54830 0.17901 -0.27484
H -0.65305 0.19336 -1.66760
H 3.06964 0.22940 0.41084
N -1.85509 -0.88619 0.11271
H -0.61934 2.32454 -0.23424
O -1.00077 1.57806 0.28961
H 1.94288 -1.17868 0.37569
C 1.39481 0.62852 -0.22434
*
```

Molecular formula: C4H12N2
Method: DFT, wB97M-V/def2-TZVPD

The LUMO energy comes out at -0.3808 hartree. As for the gap between HOMO and LUMO: 7.815 eV. The calculation puts the HOMO energy at -18.2 eV. As for the energy: -268.21079 Ha. Its energy above the lowest of the compared OMol25 structures with the same formula, charge and spin is 169.4 kcal per mole.

```
! wB97M-V def2-TZVPD RIJCOSX def2/J DEFGRID3
* xyz 2 1
H -1.75647 -1.69616 -3.40724
H -2.13552 -0.47749 -0.71763
H -0.77859 -1.76098 -2.06346
H -0.02205 2.14737 0.75349
H 1.80379 2.53899 1.96727
C -0.15656 -0.99758 0.04297
H 2.63709 1.10964 1.72233
N -1.18809 -1.15235 -2.69413
H -0.87370 0.61585 -1.33807
N 1.81057 1.57197 1.99145
H 0.07333 -0.73231 2.05550
H 1.65055 1.35949 2.96900
C 0.61658 1.23713 1.03231
C 0.06473 -0.12528 1.23906
H -0.88674 -0.23186 -3.16248
H -0.68772 -1.88145 0.71117
C -1.04972 -0.21435 -0.60692
H 0.87853 -1.31062 -0.49461
*
```

Among the records above, which one has the highest energy?
C4H12N2